Entry 1:
Computed, not measured: a 6-piece molecular cluster, C24H38BrO8PS5 overall, with wB97M-V/def2-TZVPD.

The largest force on an atom is 2.78 eV/A. As for the molar mass: 725.77 Da. The energy above the lowest of the compared OMol25 structures with the same formula, charge and spin is 0.000 eV.

ORCA input file:
```
! RIJCOSX wB97M-V def2-TZVPD def2/J DEFGRID3
* xyz 0 1
H 0.93421 2.58977 0.69159
C 0.10680 2.02511 1.19192
C -3.61569 1.25542 -2.47600
C -0.65460 -0.18750 2.12036
H -7.45903 -1.58181 1.35482
H -6.51509 -0.91923 -1.91403
H 5.18041 -1.05851 -1.21176
H -8.01769 0.94348 0.87831
H -2.68957 1.58553 -2.00498
H -0.16245 -4.95271 -2.86844
H 3.40505 3.00500 -3.54673
H 6.45722 -0.09842 -0.42738
C 0.38552 0.62528 1.49400
C 3.93483 2.68111 -2.64977
H -5.48912 -0.66013 -3.34602
H 4.75652 -3.82017 1.92965
O -3.85092 3.46434 2.96181
H -5.16731 -2.17543 2.35430
H -4.23988 2.12334 -2.69409
C -3.08995 -0.37308 3.03726
H -0.52564 -1.26596 2.38365
H 1.37645 0.11831 1.27932
Br -6.54639 4.01075 -0.97128
C -4.49270 -0.05600 2.41239
H -6.41205 0.70211 -2.64086
C 6.20003 -0.68574 -1.31029
O 7.29832 -2.81486 -0.15029
C 0.17887 -4.94904 -1.83238
H 4.89836 -2.60991 0.63681
H 8.82231 -0.50424 -2.41996
S -0.22138 -3.36433 -1.07210
C -7.02629 0.64484 1.29519
H 4.94549 3.09184 -2.64051
C -6.08129 1.74116 1.57990
H 3.29018 -3.22231 1.09553
H 6.27383 -0.06906 -2.20740
H 4.13651 5.32407 -1.59509
H 1.25586 -5.12085 -1.79003
H 2.56203 5.52738 -0.79226
C -5.43498 -1.12057 2.12177
H 0.44866 -2.44866 -3.18446
S 3.04805 3.22788 -1.17956
H 8.92724 -0.52128 -0.63358
C -1.91978 0.45202 2.40785
C 3.05983 -2.49878 3.80489
H 2.14492 -2.79499 3.28896
C -3.64292 2.38950 2.45878
H 3.57273 -3.37792 4.19695
C 0.80968 -2.36379 -2.15862
S 7.31146 -2.09819 -1.45695
S 4.14922 -1.62282 2.66938
C -4.78793 1.36338 2.13209
H 9.67427 -1.82545 -1.58713
H -0.33516 -5.73519 -1.28010
O -8.19023 3.59973 1.67677
O -2.91903 -1.15013 3.94289
H -3.38294 0.71769 -3.39665
C -5.85874 -0.21265 -2.42175
H -8.25648 4.18204 2.45422
H 3.98719 1.59266 -2.63325
H -1.35863 3.74704 1.23416
P -6.54567 3.52428 1.24515
C 8.83282 -1.13557 -1.53035
H 0.73978 -1.32485 -1.83588
O 3.35099 -0.53200 2.03705
H 2.81119 -1.82896 4.62781
C -6.74215 -0.74870 1.54966
C 4.28254 -2.95422 1.46642
H 1.84802 -2.69447 -2.09594
S -4.47769 0.16687 -1.32830
O -3.66288 -1.07377 -1.19162
O 0.40814 -3.34744 0.28035
H 2.62142 5.16681 -2.53431
C 3.09959 4.98616 -1.57033
C -2.21253 1.86707 2.11333
C -1.17720 2.67615 1.49744
O 1.63550 2.78158 -1.32229
*
```



Entry 2:
Computed, not measured: C24H38Cl14N2 as an isolated structure, with wB97M-V/def2-TZVPD.

The largest force on an atom is 14.40 eV/A. As for the molar mass: 850.92 Da. The energy above the lowest of the compared OMol25 structures with the same formula, charge and spin is 30.059 eV.

ORCA input file:
```
! RIJCOSX wB97M-V def2-TZVPD def2/J DEFGRID3
* xyz 0 1
H -4.72583 2.40259 -1.03025
H -1.51511 2.42777 -0.92571
H -0.29753 -0.35675 2.73750
H -1.00996 -1.22035 -0.38881
N -2.30568 -4.12212 -0.30074
C -1.83639 0.04076 -2.91732
C 2.01737 4.53268 4.47492
C 2.05283 3.59196 -0.89528
C 0.26063 -4.34251 0.82465
C -0.08810 0.38184 4.72038
C -1.68590 -4.42912 -2.94008
H 2.32250 -0.58292 -3.06277
C -0.74699 0.90641 -0.47238
H 2.68390 -2.37527 -1.14337
H -1.45227 -4.71215 -3.95581
H -2.37007 -0.15386 -3.84760
Cl 1.47243 2.71115 2.69197
H 1.63194 0.48146 -1.79016
H 0.95656 -1.51661 1.19316
H 0.75681 -0.28379 4.89688
C -1.46525 -3.18744 -2.36520
C -3.72785 2.17625 -1.40562
N 1.42891 0.52778 1.31762
H 0.06716 3.80109 4.24034
H -0.66963 -1.68860 -3.44797
C -0.23197 0.61281 3.23121
C -2.55371 -5.27212 -0.95727
H -1.62832 0.95990 -1.09430
C -2.23912 -5.49928 -2.25897
Cl 3.91510 0.23532 -1.67268
H -3.22671 -5.97304 -0.48591
Cl -0.54953 -3.77696 2.31655
H -2.50811 3.91820 -0.47230
Cl -3.80443 2.52136 -3.12548
Cl 0.51227 0.34749 -3.98283
Cl -2.71326 -0.73112 -1.54824
H -0.93150 -2.36036 -2.80955
C -0.45310 -0.37581 -0.01057
Cl 0.27578 1.93977 5.53893
C 0.70600 -0.53107 0.82936
H -1.28815 -2.37052 -0.36711
Cl 2.29339 -2.51360 0.96528
H -0.18361 -0.75957 -1.99687
C 1.84525 -4.19657 0.76300
H -0.99685 -0.00963 5.17757
Cl 2.88167 5.83270 3.61875
C 1.93069 -1.58832 -1.18185
H -0.08886 -5.37161 0.74159
C -2.48051 2.84043 -0.63276
H 3.59284 2.22210 -1.16321
H -2.44628 -6.37996 -2.84879
Cl -1.66455 1.53586 2.74987
Cl 0.53920 -2.43315 -1.96337
H 0.96829 3.64128 -0.79808
H 1.78547 -1.28629 -0.14465
C 2.29745 -0.35669 -1.99680
Cl -2.72223 2.17314 1.02047
C -1.71435 -3.15307 -0.97733
H 2.80772 3.84633 4.77885
C 1.11723 1.77509 0.83316
H 2.01840 1.44784 -0.80088
C 0.86807 4.13367 3.58002
H 1.61858 5.03543 5.35600
H -0.14523 -3.81591 -0.03909
C -0.54030 -0.69251 -3.02467
H 2.43531 4.40490 -1.51248
H 2.24219 -4.42775 -0.22550
H -3.67015 1.08925 -1.34904
H 0.66306 1.12291 2.87509
C 0.09624 2.00365 -0.08204
H -1.72542 1.12279 -2.98794
H 0.46352 4.94852 2.97963
H -0.31312 2.97086 -0.33371
H 2.23857 -4.80692 1.57593
C 2.51764 2.25332 -1.33945
Cl 2.24267 2.24969 -3.07467
Cl 2.72543 3.87907 0.69332
H 1.46665 2.60803 1.42521
*
```



Entry 3:
Computed, not measured: a 2-piece molecular cluster, C24H38ClN2O8PS2 overall, with wB97M-V/def2-TZVPD.

The largest force on an atom is 3.01 eV/A. As for the molar mass: 613.14 Da. The energy above the lowest of the compared OMol25 structures with the same formula, charge and spin is 2.839 eV.

ORCA input file:
```
! RIJCOSX wB97M-V def2-TZVPD def2/J DEFGRID3
* xyz -2 1
C 1.49190 2.43541 1.12049
H 1.09464 -4.84775 -2.51410
C 3.43082 0.92009 1.26516
H 1.50613 -3.17359 3.83606
H 2.59083 -4.56139 -0.79933
O -9.10749 -0.08546 -2.48396
C -2.51820 -1.81681 -2.07895
H 3.34277 -3.89906 2.50071
C -4.17596 1.76194 0.24585
N 5.09626 3.57519 1.87000
O 5.34576 6.43895 1.72456
H -4.87358 2.14287 -0.54901
H -1.06340 -3.83282 -3.08480
P 3.70561 6.51414 2.03069
C -0.31840 -1.72892 -3.56207
O -6.80489 0.28764 -1.80473
H -0.02723 -1.44354 -4.61202
H -1.69902 -0.08454 -3.13377
H 0.17230 -1.33592 3.69893
H 0.38942 -1.15722 -2.89728
H -0.10525 -3.20445 -0.65493
C 1.06298 -3.72946 -2.52287
Cl -1.03708 3.55785 0.89906
H 4.02344 -3.27135 0.34138
O 3.02921 7.59005 0.94391
C 1.41208 4.88338 1.48235
H 1.49087 -4.62079 0.61354
H -1.81270 -2.00472 -1.23046
H -4.60375 0.13245 1.76128
H -3.55687 0.10615 -2.13408
C 1.98183 -3.91795 -0.10228
H 5.34067 2.83669 2.53410
H 0.75598 -3.55087 2.25078
H 2.88825 -1.90441 0.13226
H -2.51357 -0.28726 0.10880
C 2.91189 -2.90578 2.17411
O -7.47748 0.71354 -4.09428
C 0.94468 -3.15750 -1.04149
C -1.78707 -1.19250 -3.33193
C 2.87844 4.87494 1.70261
H 5.40145 6.47047 0.74521
H -3.11648 1.75731 -0.11816
C 0.76964 -1.41333 2.74379
C 3.66351 3.62733 1.66661
C 2.98315 -2.91153 0.59757
H 0.00116 -1.36924 1.92495
H -4.25070 2.43289 1.14563
C -4.59210 0.29080 0.64140
C 2.95141 2.39348 1.37656
H 0.06424 -3.69976 -4.47276
H 5.47893 3.26442 0.96802
H 2.01224 -3.30684 -2.95692
C 1.45758 -2.84324 2.76249
C -3.72558 -0.87664 -1.61032
H -3.54640 -1.72708 0.45569
C 1.11955 0.95729 0.80009
O 4.52452 0.44909 1.12879
H -4.72967 -1.25861 -1.91353
H 3.61317 -2.13903 2.60339
H -5.65402 0.09934 0.31519
H 2.62355 -0.42883 3.40989
O -7.34953 -1.56366 -3.26317
H 0.82352 5.82682 1.54370
H 1.18546 -2.06427 -1.13929
C -0.15391 -3.29292 -3.44259
H 2.26430 7.17314 0.50595
C 0.70521 3.64379 1.17938
C 1.75157 -0.18885 2.75076
S -7.68891 -0.15891 -2.91083
S 3.40265 7.15617 3.82335
C -3.55608 -0.70644 -0.02507
O 0.19074 0.54316 0.18093
H -2.99410 -2.79701 -2.35914
H -2.42090 -1.26816 -4.25763
N 2.19645 0.19269 1.38240
H 1.18955 0.67890 3.21339
*
```



| no. | calculated total energy (eV) | frontier orbital gap (hartree) |
| --- | --- | --- |
| 1 | -175386.873 | 0.30193 |
| 2 | -203769.963 | 0.31504 |
| 3 | -88345.144 | 0.04659 |